The following is a DFT calculation (ωB97M-V with the def2-TZVPD basis set) of a molecular structure, C37H34N14O5S3Ta at a distorted geometry.

## Properties
* total charge: +1
* HOMO energy: -10.7 eV
* lowest unoccupied orbital energy: -4.45 eV
* frontier orbital gap: 6.3 eV

Last column: Löwdin charge in e.
Element x y z (Å)
Ta1 0.0555 0.2268 -0.7250  1.754
N1 -1.5293 -2.9807 -0.4891  0.193
C1 -0.6672 -2.5840 0.4846  -0.414
N2 -0.2074 -3.3392 1.4482  0.082
N3 0.5944 -2.5386 2.1719  -0.023
N4 0.6339 -1.3590 1.7070  -0.047
N5 -0.1809 -1.3125 0.5935  -0.175
C2 -1.8918 -2.1636 -1.5061  -0.413
N6 -2.7299 -2.4455 -2.4728  0.102
N7 -2.7772 -1.3334 -3.2294  -0.039
N8 -2.0319 -0.4108 -2.7701  -0.015
N9 -1.4231 -0.8875 -1.6335  -0.153
H1 -1.8288 -3.9446 -0.5048  0.174
S1 2.1038 1.0874 0.2685  0.723
C3 1.4774 1.9896 1.6683  -0.702
N10 2.2764 2.5924 2.5336  0.119
N11 3.5367 2.4143 2.4541  0.033
C4 4.4760 3.0601 3.2659  -0.222
C5 4.1433 4.1923 4.0047  -0.018
C6 5.1207 4.8209 4.7540  -0.066
C7 6.4179 4.3250 4.7748  -0.068
C8 6.7390 3.1860 4.0482  -0.066
C9 5.7733 2.5527 3.2890  -0.018
N12 0.1821 2.1211 1.8913  0.062
N13 -0.6408 1.4947 1.1656  -0.087
C10 -2.0051 1.7540 1.4293  -0.295
C11 -2.4072 2.8498 2.2010  -0.034
C12 -3.7531 3.0993 2.3940  -0.060
C13 -4.7102 2.2678 1.8247  -0.061
C14 -4.3124 1.1723 1.0726  -0.055
C15 -2.9679 0.9121 0.8741  -0.053
H2 3.8885 1.7621 1.7523  0.098
H3 3.1265 4.5609 3.9739  0.109
H4 4.8745 5.7075 5.3223  0.112
H5 7.1803 4.8257 5.3556  0.111
H6 7.7440 2.7883 4.0773  0.113
H7 6.0135 1.6578 2.7258  0.118
H8 -1.6481 3.4832 2.6359  0.109
H9 -4.0592 3.9453 2.9950  0.113
H10 -5.7627 2.4654 1.9759  0.113
H11 -5.0536 0.5078 0.6492  0.117
H12 -2.6668 0.0403 0.3059  0.081
O1 -0.9459 1.7864 -1.4685  -0.668
S2 -1.7166 3.1181 -1.3491  1.175
C16 -1.8720 3.6689 -3.0362  -0.367
C17 -1.0005 3.2493 -4.0272  -0.054
C18 -1.1652 3.7569 -5.3051  -0.044
C19 -2.1913 4.6534 -5.5756  -0.048
C20 -3.0716 5.0411 -4.5744  -0.053
C21 -2.9191 4.5420 -3.2911  -0.072
C22 -0.4266 4.2276 -0.7672  -0.356
C23 0.8751 4.0578 -1.2158  -0.084
C24 1.8718 4.8610 -0.6860  -0.055
C25 1.5643 5.8132 0.2773  -0.052
C26 0.2540 5.9831 0.7013  -0.052
C27 -0.7529 5.1851 0.1811  -0.076
H13 -0.2314 2.5172 -3.8122  0.102
H14 -0.4887 3.4493 -6.0907  0.117
H15 -2.3145 5.0405 -6.5780  0.116
H16 -3.8824 5.7222 -4.7926  0.116
H17 -3.6038 4.8261 -2.5002  0.116
H18 1.1142 3.3119 -1.9620  0.097
H19 2.8910 4.7349 -1.0273  0.118
H20 2.3522 6.4253 0.6964  0.115
H21 0.0171 6.7339 1.4429  0.116
H22 -1.7794 5.3014 0.5071  0.114
C28 -2.9001 -2.1267 -7.8350  -0.042
C29 -1.6630 -2.5765 -7.1088  -0.255
C30 -1.4486 -2.2217 -5.7797  -0.035
C31 -0.3106 -2.6454 -5.1110  -0.061
C32 0.6202 -3.4227 -5.7830  -0.288
C33 0.4299 -3.7826 -7.1086  -0.043
C34 -0.7118 -3.3580 -7.7637  -0.024
S3 2.0570 -4.0420 -4.9564  0.650
O2 3.1517 -4.0553 -5.8856  -0.286
O3 1.7420 -5.2323 -4.2292  -0.272
N14 2.3210 -2.8472 -3.8000  -0.140
C35 2.9419 -1.6349 -4.3380  -0.212
C36 3.1889 -0.6041 -3.2289  -0.056
C37 1.9411 -0.3495 -2.4386  -0.659
O4 1.2706 0.7186 -2.5731  -0.123
O5 1.5250 -1.1809 -1.5771  -0.120
H23 -3.5966 -1.6394 -7.1552  0.077
H24 -3.4024 -2.9767 -8.2974  0.086
H25 -2.6427 -1.4245 -8.6300  0.086
H26 -2.1868 -1.6285 -5.2555  0.070
H27 -0.1418 -2.3896 -4.0725  0.092
H28 1.1779 -4.3864 -7.6065  0.121
H29 -0.8710 -3.6408 -8.7968  0.121
H30 2.8584 -3.2710 -3.0473  0.120
H31 2.2538 -1.2161 -5.0758  0.129
H32 3.8856 -1.8507 -4.8446  0.122
H33 3.5194 0.3317 -3.6731  0.133
H34 3.9474 -0.9749 -2.5366  0.139

Cartesian forces (eV/Å) of the 6 atoms listed first:
0.85 1.39 -0.23
-0.02 -0.14 -0.08
0.39 0.34 0.39
-0.32 -0.23 -0.33
0.07 0.31 0.10
0.13 0.01 0.39

***

The following is a DFT calculation (ωB97M-V with the def2-TZVPD basis set) of a molecular structure, C37H34N4O6S5Ti at a distorted geometry.

## Properties
* 2S+1: 2
* expectation value of S²: 0.75
* energy above the lowest of the compared OMol25 structures with the same formula, charge and spin: 0.0 kcal/mol
* total charge: +1
* HOMO energy (alpha / beta): -10.6 / -11.1 eV
* lowest unoccupied orbital energy (alpha / beta): -3.02 / -2.91 eV
* frontier orbital gap (alpha / beta): 7.6 / 8.2 eV

Last column: Löwdin charge in e.
Element x y z (Å)
Ti1 0.4284 -0.2272 0.6548  0.966
O1 3.5740 -2.6841 0.1753  0.152
C1 2.5309 -2.1912 0.5030  -0.417
N1 2.3224 -0.8916 0.8442  0.011
C2 3.2425 -0.0316 1.3324  -0.453
O2 4.4309 -0.1784 1.3014  0.148
C3 2.5820 1.1530 2.0267  -0.213
C4 3.2748 2.0848 2.7269  0.021
C5 2.5471 3.0458 3.4079  -0.032
C6 1.1694 3.0672 3.3618  -0.067
C7 0.5300 2.1139 2.6092  -0.129
N2 1.2583 1.2005 1.9848  -0.001
C8 1.2498 -3.0062 0.6298  -0.179
C9 1.2344 -4.3456 0.3819  0.031
C10 0.0133 -5.0031 0.4474  -0.017
C11 -1.1274 -4.3050 0.7903  -0.018
C12 -1.0249 -2.9650 1.0568  -0.074
N3 0.1482 -2.3582 0.9811  0.029
H1 4.3566 2.0250 2.7349  0.139
H2 3.0625 3.8011 3.9874  0.126
H3 0.6059 3.8402 3.8627  0.125
H4 -0.5372 2.0592 2.4606  0.118
H5 2.1809 -4.8192 0.1300  0.137
H6 -0.0428 -6.0682 0.2666  0.122
H7 -2.0851 -4.7931 0.8421  0.124
H8 -1.8758 -2.3505 1.3057  0.122
C13 -0.1255 5.1728 -0.3191  -0.508
C14 -1.3720 4.3258 -0.0934  -0.523
S1 -1.2079 2.5920 -0.5230  0.863
C15 -0.7650 2.7374 -2.2558  -0.510
C16 0.7357 2.6000 -2.6064  -0.449
S2 1.7254 1.7068 -1.3833  0.879
C17 3.0018 2.9067 -0.9487  -0.481
C18 2.5770 4.3562 -0.6589  -0.505
S3 1.3113 4.5750 0.5955  0.930
H9 -0.3335 6.2060 -0.0255  0.084
H10 0.1175 5.1979 -1.3811  0.065
H11 -2.2108 4.7840 -0.6222  0.088
H12 -1.6499 4.3389 0.9703  0.083
H13 -1.1121 3.7062 -2.6259  0.091
H14 -1.3395 2.0055 -2.8008  0.022
H15 1.1986 3.5889 -2.7092  0.070
H16 0.8370 2.1130 -3.5712  0.065
H17 3.7533 2.9281 -1.7399  0.089
H18 3.4907 2.4825 -0.0722  0.057
H19 2.2416 4.8539 -1.5639  0.063
H20 3.4786 4.8913 -0.3551  0.082
O3 -4.5465 -1.6852 3.8585  -0.279
S4 -3.7990 -0.4637 3.9019  0.636
O4 -4.3991 0.7240 4.4220  -0.273
N4 -3.2314 -0.1428 2.4131  0.033
C19 -1.9504 -0.2476 2.4407  -0.539
O5 -1.3263 0.0378 1.3707  -0.189
C20 -1.2580 -0.6635 3.6827  -0.141
C21 0.0699 -0.9191 3.9669  -0.018
C22 0.4217 -1.2413 5.2715  -0.041
C23 -0.5475 -1.2978 6.2626  -0.042
C24 -1.8849 -1.0569 5.9624  -0.013
C25 -2.2166 -0.7529 4.6691  -0.198
H21 0.8363 -0.9179 3.2137  0.084
H22 1.4568 -1.4510 5.5159  0.116
H23 -0.2654 -1.5463 7.2760  0.115
H24 -2.6310 -1.1136 6.7431  0.130
O6 0.1076 -0.8636 -1.1876  -0.617
S5 -1.0904 -0.5438 -2.0720  1.089
C26 -1.8274 -2.1158 -2.2985  -0.380
C27 -3.2145 -2.2065 -2.2788  -0.055
C28 -3.8051 -3.4394 -2.5422  -0.054
C29 -3.0164 -4.5454 -2.8026  -0.048
C30 -1.6215 -4.4341 -2.8196  -0.054
C31 -1.0185 -3.2181 -2.5732  -0.063
C32 -0.2534 -0.3985 -3.6189  -0.398
C33 -0.9636 0.0331 -4.7363  -0.071
C34 -0.3006 0.1108 -5.9552  -0.055
C35 1.0437 -0.2337 -6.0443  -0.052
C36 1.7217 -0.6957 -4.9239  -0.043
C37 1.0871 -0.7605 -3.6904  -0.089
H25 -3.8262 -1.3318 -2.0392  0.126
H26 -4.8860 -3.5294 -2.5165  0.118
H27 -3.4734 -5.5028 -3.0160  0.115
H28 -1.0108 -5.2969 -3.0447  0.116
H29 0.0692 -3.1226 -2.6149  0.125
H30 -2.0150 0.3131 -4.6732  0.126
H31 -0.8389 0.4505 -6.8317  0.115
H32 1.5689 -0.1541 -6.9869  0.114
H33 2.7670 -0.9707 -4.9953  0.119
H34 1.6666 -1.0475 -2.8242  0.107

Cartesian forces (eV/Å) of the 6 atoms listed first:
-0.51 0.55 -0.25
0.18 -0.56 -0.20
0.38 -0.48 0.09
-1.93 0.52 0.29
0.58 0.11 0.18
0.85 0.46 0.23

***

The following is a DFT calculation (ωB97M-V with the def2-TZVPD basis set) of 3 unconnected molecules or ions with the total composition C37H34NO9.

## Properties
* total charge: +1
* HOMO energy: -11.5 eV
* lowest unoccupied orbital energy: -3.09 eV
* frontier orbital gap: 8.4 eV

Last column: Löwdin charge in e.
Element x y z (Å)
C1 0.3165 1.2241 2.5529  -0.059
C2 -0.0213 -0.1845 2.0323  -0.231
C3 0.1570 -1.1967 3.1422  -0.150
O1 -0.4452 -2.4851 2.8559  -0.039
N1 0.2735 -3.1073 1.8174  -0.071
C4 0.7561 -4.4734 2.2434  -0.014
C5 2.2581 -4.6178 2.0471  -0.133
O2 2.5346 -5.0960 0.7369  -0.005
C6 3.3502 -4.2943 -0.0323  -0.502
C7 3.1739 -4.5430 -1.5021  0.037
O3 4.1047 -3.4994 0.4546  0.125
C8 -0.4604 -3.1297 0.5190  0.022
C9 -1.7904 -3.8793 0.6210  -0.494
O4 -2.4250 -3.9977 1.6225  0.174
O5 -2.2084 -4.4053 -0.5450  0.151
H1 0.0381 1.2890 3.6083  0.080
H2 1.3957 1.3813 2.5206  0.072
H3 -0.1960 1.9946 1.9855  0.084
H4 -1.0122 -0.2346 1.5769  0.112
H5 0.7010 -0.3797 1.2260  0.071
H6 1.2137 -1.3497 3.4019  0.138
H7 -0.3376 -0.8658 4.0552  0.143
H8 1.1080 -2.5301 1.6545  0.163
H9 0.2502 -5.2154 1.6259  0.146
H10 0.4575 -4.6184 3.2780  0.156
H11 2.6316 -5.3327 2.7813  0.148
H12 2.7891 -3.6794 2.2355  0.125
H13 4.0422 -4.1467 -2.0218  0.099
H14 2.2574 -4.0797 -1.8661  0.085
H15 3.1256 -5.6180 -1.6852  0.099
H16 0.1965 -3.6647 -0.1732  0.140
H17 -0.5787 -2.1108 0.1499  0.150
H18 -1.6485 -4.1670 -1.2948  0.125
C10 -4.1761 5.4911 -1.6314  -0.053
C11 -5.4886 5.5933 -2.0786  -0.047
C12 -6.3698 4.5393 -1.9013  0.005
C13 -5.9400 3.3726 -1.2832  -0.079
C14 -4.6159 3.2635 -0.8490  -0.087
C15 -3.7399 4.3290 -1.0178  -0.003
C16 -4.1259 2.0154 -0.2121  -0.277
O6 -2.9855 1.9105 0.1977  0.082
C17 -5.0822 0.8778 -0.0801  -0.083
C18 -4.6263 -0.3230 0.4491  -0.014
C19 -5.4885 -1.3948 0.5865  -0.057
C20 -6.8242 -1.2699 0.2165  -0.047
C21 -7.2850 -0.0762 -0.3134  0.007
C22 -6.4140 0.9960 -0.4753  -0.078
C23 -6.9160 2.2608 -1.0868  -0.275
O7 -8.0743 2.3767 -1.4190  0.120
H19 -3.4937 6.3202 -1.7638  0.109
H20 -5.8253 6.4997 -2.5641  0.111
H21 -7.3947 4.6110 -2.2383  0.124
H22 -2.7212 4.2366 -0.6671  0.118
H23 -3.5891 -0.4060 0.7448  0.099
H24 -5.1210 -2.3296 0.9916  0.103
H25 -7.5003 -2.1066 0.3305  0.111
H26 -8.3175 0.0340 -0.6152  0.124
C24 2.5794 3.5468 -3.7081  -0.050
C25 3.8905 3.9154 -3.9885  -0.044
C26 4.9340 3.4118 -3.2293  0.007
C27 4.6697 2.5425 -2.1794  -0.080
C28 3.3512 2.1832 -1.8874  -0.087
C29 2.3091 2.6833 -2.6601  -0.001
C30 3.0383 1.2819 -0.7499  -0.267
O8 1.8912 0.9535 -0.5054  0.079
C31 4.1722 0.7887 0.0848  -0.077
C32 3.9091 -0.0159 1.1881  -0.021
C33 4.9478 -0.4961 1.9664  -0.063
C34 6.2625 -0.1802 1.6435  -0.041
C35 6.5329 0.6241 0.5497  0.013
C36 5.4919 1.1157 -0.2278  -0.073
C37 5.8098 2.0015 -1.3872  -0.275
O9 6.9560 2.2691 -1.6678  0.123
H27 1.7679 3.9379 -4.3071  0.111
H28 4.0981 4.5971 -4.8024  0.113
H29 5.9577 3.6876 -3.4415  0.125
H30 1.2929 2.3943 -2.4297  0.119
H31 2.8813 -0.2544 1.4302  0.083
H32 4.7384 -1.1179 2.8278  0.105
H33 7.0754 -0.5595 2.2478  0.114
H34 7.5505 0.8813 0.2894  0.126

Cartesian forces (eV/Å) of the 6 atoms listed first:
0.06 -0.50 0.35
0.66 0.27 -0.41
-0.19 0.35 0.23
0.15 -0.04 -0.15
0.12 0.07 -0.14
0.12 -0.40 -0.15